Entry from the Open Molecules 2025 dataset: a cluster of 14 separate species, C56H152N16O17 in total at a distorted geometry (wB97M-V/def2-TZVPD).

Geometry (Å):
H 7.92882 33.75423 -7.69169
H 9.08111 30.45444 -22.27069
H 11.31951 25.02177 -12.99962
H 7.61433 30.49336 -6.00242
H 8.55982 32.00234 -19.75908
N 12.39431 31.26246 -9.88836
H 7.06785 31.85900 -13.57052
H 4.10166 28.10132 -11.63129
H 11.70138 29.11063 -15.39790
C 4.64769 29.30312 -16.27663
H 5.14789 28.77398 -9.48266
C 9.30218 31.88264 -13.76346
C 6.09104 28.56520 -14.21466
H 12.77308 32.41745 -13.21180
H 10.16564 33.10047 -18.21983
H 13.77281 28.17516 -13.53161
O 9.64003 28.85404 -15.78816
H 2.93373 33.82214 -12.74044
H 7.02247 34.93024 -6.99529
O 6.09900 29.82034 -8.00464
H 10.32033 37.02119 -15.61082
H 15.07120 28.62696 -12.46370
H 6.01785 27.53578 -14.56543
C 3.22868 31.37973 -13.33487
H 12.77844 31.17493 -15.61612
H 14.56400 22.65764 -11.52669
C 7.04314 31.71896 -11.02022
C 14.54787 33.47689 -15.39328
H 9.64727 30.82374 -17.88690
C 8.02943 34.46851 -17.14563
H 6.06664 32.18510 -11.15164
N 5.80845 35.59467 -16.77538
H 9.32828 31.91600 -4.03995
H 10.95571 23.81141 -9.44359
C 8.90691 31.44797 -21.85758
C 10.12092 31.17062 -4.10504
H 10.74436 31.98887 -21.46176
O 11.13030 34.57355 -24.07040
O 9.32361 25.60550 -12.58708
H 9.40737 34.32901 -25.32992
H 11.46540 30.69325 -6.38055
C 16.33893 27.43650 -16.93839
N 16.14221 29.78897 -17.28525
C 10.56654 23.65272 -11.53167
H 13.40917 34.04361 -11.41849
C 14.86434 24.45832 -12.59685
C 7.93188 32.43077 -13.23193
H 15.48765 31.83573 -14.64838
C 8.76968 31.09406 -20.32396
H 3.78862 29.06268 -15.65030
O 3.37208 32.51504 -14.26931
C 8.20918 27.75946 -10.04821
H 13.98732 28.69389 -16.16097
C 13.83543 32.17355 -13.21672
H 9.69449 35.52970 -14.73451
H 15.53990 28.37765 -18.72259
H 15.87881 26.44846 -16.95099
H 5.70333 30.58603 -14.97519
H 12.99416 37.44569 -12.09168
C 14.84637 28.07138 -13.37413
H 11.06529 31.71439 -4.08085
C 10.38262 34.81378 -25.28528
H 8.72853 34.00763 -10.02920
H 11.71691 27.25948 -16.71723
C 11.23863 31.08482 -10.44719
H 5.85317 33.86269 -9.59711
H 7.42660 36.43035 -8.72334
C 11.18130 35.29153 -12.80423
H 12.47944 23.04723 -11.67529
H 8.38056 35.49418 -17.25881
H 10.82197 30.53226 -15.65723
C 15.57468 28.56516 -17.64940
H 14.82883 33.23618 -16.41857
C 10.54032 36.18249 -14.95029
H 7.31439 26.05277 -12.31554
H 12.83225 30.45491 -9.46864
C 12.13458 35.56068 -11.59098
H 4.98975 26.76918 -12.38649
H 9.63492 23.09400 -11.44215
H 9.40969 30.45862 -12.28745
N 10.01599 32.32944 -22.07297
H -0.11576 30.65316 -14.10808
O 4.84793 28.59144 -13.42282
H 6.98352 29.12700 -17.09851
H 9.07985 29.49058 -9.75950
H 13.54528 29.36447 -17.62127
H 9.95021 35.81277 -25.22918
H 8.17683 35.27338 -10.96028
H 7.75270 29.09761 -8.61438
C 10.82352 24.48286 -10.29198
H 9.66506 32.28466 -24.22393
O 9.89982 30.19322 -5.12501
H 10.61469 34.65211 -17.52654
H 7.01764 30.66518 -11.29770
C 6.65562 34.43018 -16.38357
H 11.25556 35.55936 -15.48718
H 10.19037 32.38297 -7.74574
N 7.80930 34.75323 -7.60329
H 11.10746 29.93080 -18.21726
N 10.75964 32.24804 -10.82505
C 7.36936 35.34953 -8.85237
H 6.41471 32.33215 -15.96064
H 3.50589 35.82095 -9.15601
N 6.96331 29.74005 -16.29609
H 9.53683 28.54290 -11.36456
H 9.03310 27.78548 -14.09518
H 15.92970 24.23066 -12.56110
H 7.78256 24.96975 -13.72712
H 8.28494 31.08082 -8.18720
O 13.47333 27.30285 -17.68410
H 14.78890 24.53177 -14.79204
H 2.18891 30.41274 -14.97938
H 14.04008 36.46525 -11.05155
H 11.44529 34.47945 -13.48168
H 6.85213 34.58881 -15.32323
H 17.25598 27.29574 -17.51049
H 3.55806 34.69725 -10.50903
H 6.19342 36.39093 -16.28766
C 9.65416 31.93511 -6.90908
C 14.08870 28.50459 -17.22960
H 9.17003 31.88074 -14.84542
N 12.55798 34.32881 -10.95565
H 4.87332 33.16022 -16.11641
H 7.87407 33.48851 -13.48870
N 11.59208 22.56732 -11.72427
H 10.91527 33.24255 -16.53211
O 14.48795 32.98842 -12.20459
H 16.52142 32.44458 -12.53609
H 3.32110 34.49770 -14.24896
H 12.19161 25.63272 -17.15170
H 7.70910 24.36408 -12.02568
H 7.90149 34.18101 -18.18922
O 8.99713 33.57150 -16.63856
C 10.46223 32.19706 -23.48572
H 8.34479 27.33661 -15.68461
C 14.43712 32.12340 -14.69021
H 12.93190 34.61717 -10.06282
H 10.96893 34.74705 -26.20174
H 13.07616 26.27483 -15.88832
O 10.59489 30.07075 -10.51913
H 12.31566 33.18937 -23.15925
H 9.40140 35.57044 -9.68609
C 4.94323 29.58486 -8.78360
C 10.70112 29.80477 -13.70622
H 6.03164 35.74017 -17.74961
C 13.32404 36.43017 -11.87262
H 11.69870 21.90634 -10.96807
H 11.72481 36.09603 -10.73449
H 4.37062 30.22779 -16.78291
H 14.72206 22.94739 -14.09667
H 10.20789 29.91837 -7.16332
C 14.36801 23.96902 -13.95882
C 4.98112 27.84679 -12.22279
H 13.55383 33.92211 -15.43510
C 10.36744 24.54945 -12.75763
O 15.40315 26.77176 -13.16378
H 4.19946 30.88490 -13.30583
C 10.09762 30.11630 -18.58318
C 15.69763 32.42589 -11.82257
N 13.78524 31.15835 -15.53748
H 9.98601 30.63826 -3.16350
N 8.29023 31.81359 -7.49212
C 7.27084 31.37743 -6.53958
H 13.64356 26.20604 -12.39334
H 4.60000 33.82372 -13.16822
C 5.88566 29.60778 -15.42004
H 15.01465 26.19329 -11.27170
H 4.02026 29.36579 -8.24672
N 2.12612 29.22156 -13.22472
H 7.05496 28.77174 -13.74958
H 15.93399 32.77988 -10.81911
H 10.83343 28.80583 -13.29063
C 0.76859 31.20200 -13.78436
N 8.29080 28.93893 -9.45425
C 9.25314 27.61143 -15.14845
H 15.37309 28.58271 -14.17986
N 14.29032 23.62940 -11.55641
C 8.46916 35.06183 -9.93174
C 10.24431 33.65579 -17.28520
C 10.71690 29.54141 -15.21533
H 7.89990 30.49820 -20.04731
H 16.69161 27.52995 -15.91126
H 13.81984 36.25600 -12.82757
H 10.14169 32.52182 -13.49004
H 10.01713 24.18665 -13.72394
C 2.10007 30.44875 -13.89361
H 9.49105 29.22015 -18.45247
C 12.57422 26.59177 -16.80249
N 9.45843 30.48482 -13.29593
O 8.00447 32.48194 -11.79750
H 11.38988 33.01331 -11.01808
C 3.60441 33.67886 -13.58765
H 7.84700 29.61925 -15.82217
H 7.98154 31.84600 -22.27396
C 11.56636 33.21895 -23.95030
H 5.83578 28.17501 -11.63125
H 9.81263 32.31350 -11.17000
H 17.11937 29.58301 -17.13413
H 7.29619 31.72343 -9.96001
H 0.77437 32.19707 -14.22924
O 11.07147 36.46229 -13.65890
C 5.98523 34.83236 -9.11711
H 3.54745 36.44221 -10.88636
H 14.62679 24.08244 -10.71877
C 7.91449 25.21623 -12.67357
O 7.45902 26.86364 -9.75936
H 11.73284 25.06370 -10.44644
H 9.01968 26.83651 -11.52943
H 5.83218 32.74834 -17.53725
H 14.01007 31.51564 -16.45503
H 7.16668 32.23130 -5.87013
H 4.73804 28.57065 -17.07877
H 5.75261 31.87584 -7.87881
H 3.05335 28.89136 -13.45123
C 5.88818 33.11177 -16.51115
H 3.01896 31.53779 -12.27698
H 13.79585 31.14669 -12.85328
O 5.31534 35.73298 -10.08430
C 3.87339 35.68511 -10.17316
H 0.46536 31.33727 -12.74616
H 5.14220 31.02467 -6.53404
H 11.58268 30.41618 -13.51350
H 10.90617 31.21361 -23.64010
H 15.62132 31.36130 -11.60137
C 5.96445 31.01147 -7.24946
H 10.02703 26.84445 -15.17910
H 9.66887 32.70346 -6.13608
H 12.09852 32.86514 -24.83332
O 10.01235 30.48053 -19.95814
H 15.21015 34.17620 -14.88295
H 9.95121 25.08750 -10.04379
H 1.50254 28.56497 -13.67208
N 9.01369 27.73289 -11.06405
H 4.63665 30.43117 -9.39829
C 10.37577 30.68596 -6.40786
H 15.91547 30.04045 -16.33370
C 14.70069 25.96153 -12.28946
H 10.23741 35.06421 -12.30875
H 13.28678 24.02578 -13.83297
H 12.71785 32.20124 -9.70367
H 5.35703 34.79764 -8.22702

Cartesian forces, eV/Å:
H 0.0 -0.4 -0.2
H 0.0 -0.2 -0.6
H -0.1 0.7 0.2
H 0.0 0.0 0.4
H 0.6 0.4 0.3
N 4.1 -1.3 1.9
H 0.1 -0.1 -0.1
H -0.1 -0.2 0.0
H 0.1 -0.7 -0.3
C -0.7 0.8 0.5
H 0.2 -0.1 0.3
C -1.8 -1.3 -0.1
C -2.4 0.3 -1.8
H 0.0 0.7 -0.3
H 0.5 -0.2 -0.1
H -0.2 -0.7 -0.2
O 0.4 -0.5 0.3
H -0.3 -0.3 0.3
H 0.2 -0.3 0.8
O -0.9 0.8 0.6
H -0.1 0.4 0.8
H -0.1 0.5 0.2
H 0.9 -0.2 -0.6
C 0.0 -0.9 -1.9
H -0.4 0.3 0.9
H 0.4 0.1 -0.4
C 0.2 0.3 -0.9
C -1.1 -0.1 0.5
H -0.1 0.6 -0.2
C -0.9 -0.7 -0.5
H -0.2 -0.2 0.0
N 0.8 -0.9 -0.1
H -0.2 0.2 -0.5
H 0.2 0.0 0.0
C -0.7 -1.4 2.0
C -1.1 -0.7 0.9
H 0.4 0.1 -0.1
O -0.5 -0.5 -1.3
O 0.7 -0.7 0.7
H 0.3 -1.3 -0.1
H 0.2 0.9 0.2
C 0.7 -1.4 -0.9
N 1.4 2.2 0.2
C -0.7 -1.9 0.0
H 0.0 -0.5 -0.3
C 2.0 -0.7 -1.0
C 1.7 0.3 0.9
H 0.1 -0.6 0.5
C 0.3 0.9 -0.7
H 0.1 -0.2 -0.1
O -0.6 -2.2 1.6
C -0.4 1.3 0.6
H 0.2 -0.6 0.4
C 0.1 -0.5 -0.6
H -0.6 0.2 -0.8
H 0.5 0.2 -0.1
H -0.4 0.1 -0.3
H -0.2 0.0 0.5
H -0.2 0.3 0.5
C 1.0 0.2 1.1
H 0.3 -0.4 -0.5
C -0.5 0.9 1.1
H -0.2 -0.2 0.6
H -0.2 -0.2 0.8
C -1.9 2.2 -0.4
H 0.9 -0.5 0.3
H -0.8 0.1 0.0
C 0.0 1.6 0.2
H 0.4 0.1 -0.4
H 0.4 0.3 0.7
H -0.7 0.0 -0.7
C -2.2 -2.8 1.4
H 0.5 0.5 0.0
C 0.3 -1.7 1.0
H 0.2 0.0 -0.2
H 0.2 0.4 0.0
C 0.5 0.7 0.0
H 0.2 -0.1 -0.1
H -0.3 0.1 0.4
H 0.0 0.1 0.2
N 0.2 0.5 -1.3
H 0.3 -0.3 -0.8
O 2.2 0.5 0.2
H -0.3 -0.2 0.1
H -0.1 0.4 0.7
H -0.1 0.1 -0.6
H 0.8 0.6 0.2
H -0.3 0.6 0.1
H 0.2 0.1 -0.2
C -0.4 -0.3 0.1
H -0.5 0.0 0.5
O 0.8 1.3 -0.7
H -0.4 0.4 0.1
H 0.0 0.0 -0.3
C 0.1 0.2 0.0
H 0.2 -0.1 -0.2
H 0.6 -0.1 0.1
N 0.1 0.8 0.5
H 0.2 0.0 -0.7
N -2.0 1.5 -1.5
C 1.9 -0.7 -0.8
H 0.1 -0.1 0.0
H -0.6 0.3 -0.1
N 2.1 0.2 -0.7
H 0.1 -0.5 0.1
H -0.2 0.0 0.0
H 0.6 0.6 -0.3
H -0.7 -0.1 0.0
H 0.5 0.0 -0.5
O 0.3 -1.1 -0.2
H -0.4 0.3 0.1
H 0.8 -0.4 -0.3
H 0.0 -0.1 0.0
H 0.6 -0.5 0.5
H 0.2 -0.1 0.1
H 0.3 -0.1 -0.1
H -0.2 -0.1 -0.2
H -0.1 0.3 0.0
C 0.1 0.5 -0.6
C -0.4 0.1 0.2
H 0.3 0.1 -0.2
N 0.5 -0.3 0.0
H 0.1 0.3 0.0
H -0.3 -0.1 -0.6
N -0.2 1.4 -1.1
H 0.5 -0.4 -0.5
O -0.1 -1.0 -2.3
H 0.0 0.8 -0.1
H 0.6 0.2 -0.2
H 0.4 0.2 -1.1
H -0.1 -0.1 -0.1
H -0.6 -0.2 -0.5
O -0.5 1.0 0.9
C 1.2 0.9 -0.3
H 0.2 -0.3 0.2
C 0.4 1.6 1.7
H -0.3 0.0 0.5
H 0.1 -0.4 0.1
H 0.0 0.7 0.5
O -0.6 -3.0 0.0
H 0.1 0.4 0.1
H -0.2 0.3 0.1
C -0.3 -0.3 -0.9
C -1.2 0.0 -1.0
H -0.4 0.4 -0.4
C 0.3 1.4 -1.6
H -1.0 0.0 0.4
H -1.5 0.2 -0.6
H 0.0 0.1 -0.1
H -0.4 -0.1 0.1
H -0.4 -0.5 0.2
C 0.2 0.5 0.9
C -0.5 0.6 0.4
H -0.1 0.3 -0.1
C -1.2 1.0 -0.8
O 0.2 0.4 -1.8
H 0.0 -0.3 -0.3
C -1.1 -0.4 0.0
C 0.7 -1.2 1.3
N -0.1 -0.4 -0.5
H 0.4 -0.2 0.0
N 0.3 -0.9 0.5
C 0.1 -0.5 -0.1
H -0.4 -0.1 0.3
H 0.5 -0.2 -0.3
C -1.8 -1.6 0.8
H 0.0 -0.2 0.4
H 0.3 -0.3 0.7
N 0.2 -1.3 0.5
H -0.3 0.1 0.8
H 0.5 0.8 -0.3
H -0.3 0.3 0.9
C -0.7 0.0 1.3
N -0.5 1.7 1.9
C 0.1 1.1 0.0
H 0.0 -0.4 -0.1
N -0.6 1.3 1.0
C -0.6 -0.6 -0.1
C -0.3 -0.4 0.3
C 0.9 1.0 0.7
H 0.0 -0.7 -0.5
H -0.5 0.9 0.2
H 0.4 -0.8 0.1
H 0.1 0.3 0.1
H 0.4 -1.5 0.2
C -0.7 3.5 -0.9
H 0.2 -0.3 0.2
C 0.4 1.1 -0.3
N 0.3 -0.2 -0.3
O -0.3 -0.9 1.0
H 0.2 0.5 0.3
C -0.7 1.9 0.5
H 0.3 0.3 -0.1
H -0.1 0.1 0.1
C -0.7 -0.3 1.5
H 0.3 -0.2 -0.1
H -0.2 -0.1 -0.1
H 0.6 0.4 -0.6
H 0.3 0.5 -0.2
H 0.2 -0.2 -0.3
O 0.4 0.6 0.8
C -2.5 1.4 -2.4
H 0.1 0.0 0.3
H -0.2 -0.5 0.7
C 1.8 -0.5 -0.2
O -1.6 -2.0 0.8
H -0.1 0.3 0.2
H 0.9 0.4 -0.5
H 0.0 0.2 -0.2
H 0.4 -0.6 -0.6
H -0.6 -0.2 0.4
H 0.5 -0.4 0.3
H -0.2 0.0 -0.7
H 0.2 -0.6 0.4
C 0.5 -0.1 -0.1
H -0.4 1.1 0.0
H 0.4 -0.3 0.1
O 0.1 0.2 0.1
C 1.8 -0.8 0.8
H 0.5 0.2 0.5
H -0.1 -0.7 0.2
H 0.4 0.0 0.2
H 0.0 -0.4 -0.1
H -0.6 -0.5 -0.3
C 0.7 1.3 0.4
H 0.1 0.0 -0.3
H -0.4 0.1 0.0
H -0.3 0.0 -0.4
O 0.0 0.7 0.4
H 0.2 -0.1 -0.2
H 0.2 0.4 -0.1
H -0.4 -0.1 0.1
N 1.7 -1.1 -3.0
H 0.5 0.5 -0.1
C -0.9 -1.0 0.0
H -0.9 0.0 0.2
C -1.2 -0.7 0.0
H -0.5 -0.1 -0.4
H -0.2 -0.3 -0.9
H 0.0 -0.4 0.0
H 0.1 0.2 0.4

The HOMO energy comes out at -0.320 Ha. As for the HOMO-LUMO gap: 8.85 eV. As for the total energy: -4379.57948 hartree.